No. 1
The following is a DFT calculation (ωB97M-V with the def2-TZVPD basis set) of a molecular structure, C24H46Cl3MnN2O4Si in a non-equilibrium geometry.

Results
electronic energy: -113576.8579 eV
F_max: 3.3 eV/A
relative energy (zero: lowest compared OMol25 entry of this formula, charge and spin): 0.0 kcal/mol
2S+1: 6
HOMO-LUMO gap (alpha / beta): 5.87 / 7.60 eV
charge: -1

The geometry in XYZ format:
```
81
C24H46Cl3MnN2O4Si ωB97M-V with the def2-TZVPD basis set
C 1.57068 -0.90669 -4.15749
C 1.10907 0.51794 -4.05688
H 1.28064 -1.31202 -5.13114
H 1.12228 -1.52895 -3.36488
H 2.67038 -0.98635 -4.07468
C 0.62192 1.22626 -5.08490
C 0.40457 0.70682 -6.46336
H 0.35229 2.27644 -4.93162
H 0.59490 -0.36930 -6.58292
H 1.03240 1.23473 -7.19465
H -0.63845 0.88815 -6.75510
Mn 0.18786 -0.51959 -0.38412
Cl 2.23242 -0.32579 0.30507
Cl -0.14810 -2.74436 -0.84310
C 0.40560 2.76991 0.60771
O -0.38612 1.81341 0.66430
N 0.11484 4.04570 0.95684
C -1.21977 4.40110 1.42002
C 1.11735 5.10410 1.03011
H 1.44292 2.63543 0.25107
H -1.81391 3.49132 1.48393
H -1.67839 5.11376 0.71410
H -1.12824 4.88862 2.40551
H 2.10274 4.73315 0.73304
H 1.16840 5.49758 2.05821
H 0.84656 5.94445 0.37368
H -1.50148 -1.07917 -3.62612
H -2.44877 1.45501 -3.93905
C -2.34855 -1.22386 -2.93868
C -3.25944 1.04285 -3.31262
N -2.72400 0.06735 -2.37306
H -2.05118 -1.91182 -2.13685
C -2.53498 0.35352 -1.07894
O -1.84435 -0.35842 -0.30954
H -3.73990 1.86453 -2.75684
H -3.02733 1.28457 -0.73221
H -3.20695 -1.61526 -3.50148
H -3.98552 0.54196 -3.96645
O 0.17553 0.63250 -1.91596
C 1.20047 1.14192 -2.66975
C -0.10369 3.30983 -2.52860
C 1.12690 2.66533 -2.59558
H -1.01588 2.71062 -2.49911
C -0.15747 4.70491 -2.45290
H 2.16179 0.83902 -2.25074
C 2.31234 3.40326 -2.54527
H -1.12758 5.19359 -2.36162
C 1.02212 5.45217 -2.50558
C 2.25971 4.79790 -2.55998
H 3.25513 2.84947 -2.50311
H 0.97129 6.54889 -2.51307
H 3.18235 5.37960 -2.60194
Si 0.34464 -6.60796 -0.77587
Cl 0.45321 -5.72468 -2.68070
C -1.50800 -6.76086 -0.44937
C 1.56280 -5.53682 0.19580
C 0.87929 -8.41702 -0.64897
H -2.06121 -5.88287 -0.80617
H -1.73143 -6.92813 0.61146
H -1.87462 -7.64437 -0.99774
H 0.21032 -9.07916 -1.21699
H 0.81416 -8.70394 0.41165
H 1.90660 -8.58499 -0.99048
H 1.39686 -4.46185 -0.00544
H 2.57934 -5.76954 -0.15181
H 1.53949 -5.69276 1.28488
C 1.02597 -2.86673 2.71829
C -0.36887 -2.31705 2.52014
O -0.44124 -0.91263 2.24883
C -0.19939 -0.06593 3.37162
C -1.42378 0.75597 3.72579
H 1.57562 -2.85497 1.77073
H 0.91590 -3.89923 3.05888
H 1.62934 -2.32724 3.45751
H -0.78456 -2.78509 1.61428
H -1.02079 -2.56196 3.36972
H 0.12433 -0.66453 4.23129
H 0.63698 0.58028 3.08148
H -2.21860 0.11891 4.14371
H -1.15993 1.50153 4.47946
H -1.82075 1.25483 2.83860
```

No. 2
The following is a DFT calculation (ωB97M-V with the def2-TZVPD basis set) of 2 unconnected molecules or ions with the total composition C24H46ClFI2NO9PS3 in a non-equilibrium geometry.

Results
electronic energy: -118773.0367 eV
F_max: 1.5 eV/A
HOMO-LUMO gap: 5.55 eV

The geometry in XYZ format:
```
88
C24H46ClFI2NO9PS3 ωB97M-V with the def2-TZVPD basis set
C -3.44263 2.10045 -1.80456
C -2.56917 0.84231 -1.67357
C -1.49398 0.87719 -0.55251
C -2.24109 1.10454 0.78786
C -3.43551 0.24816 1.09606
C -4.69512 0.84583 1.52559
O -3.81215 0.21792 2.45933
C -0.67010 2.15228 -0.80851
O -0.54967 2.30365 -2.20562
C 0.69047 2.32183 -0.11612
C 0.59528 3.13338 1.20063
C 1.46136 4.39750 1.23169
C 1.09180 5.53617 0.25218
C -0.40724 5.68590 -0.02042
C 1.87779 5.48899 -1.06189
N 1.57364 1.03854 -0.08856
S 2.82108 1.37945 1.19943
P 2.64518 1.16997 -1.73024
S 1.92825 1.06952 -3.46512
C 0.76122 -0.29808 0.20002
C 0.41513 -0.39364 1.70640
C 1.26291 -1.13476 2.76194
C 0.60620 -2.37579 3.35392
C 1.42546 -2.96012 4.50070
C 2.60468 -3.78078 4.01286
O 2.08828 -4.95092 3.42094
C 3.07801 -5.77199 2.84193
S 1.90963 -1.63786 -0.34067
O 3.16570 -1.55816 0.31995
O 1.82320 -1.76221 -1.74629
F 1.14314 -2.81448 0.30545
C -0.50764 -0.36483 -0.72361
C -1.18933 -1.76576 -0.89582
I -1.55398 -2.96048 0.89106
C -0.68128 -2.73022 -1.98230
C -1.65057 -3.89055 -2.22295
I -0.47420 -1.67395 -3.82978
H -4.49216 1.85891 -1.64910
H -3.35258 2.52600 -2.80124
H -3.18698 2.89400 -1.10290
H -3.23456 0.00443 -1.49487
H -2.08607 0.62717 -2.62106
H -2.62211 2.12686 0.74089
H -1.58078 1.09171 1.65076
H -3.51953 -0.69201 0.57171
H -4.75076 1.92450 1.62022
H -5.61950 0.30712 1.36469
H -1.25587 2.97495 -0.40019
H -0.16801 3.16474 -2.41215
H 1.23789 2.96344 -0.80428
H 0.79300 2.54021 2.09071
H -0.44700 3.42548 1.30874
H 1.41426 4.78538 2.25084
H 2.50378 4.12550 1.06417
H 1.40775 6.46013 0.74027
H -0.65320 6.72298 -0.24474
H -0.72926 5.09814 -0.88408
H -1.02242 5.40423 0.83417
H 1.86095 6.45819 -1.55841
H 2.92813 5.24921 -0.88386
H 1.48605 4.75482 -1.77113
H 3.75313 0.61518 0.62696
H 3.59472 0.22860 -1.34127
H 3.14013 2.39340 -1.27687
H -0.59609 -0.78674 1.75240
H 0.31512 0.63437 2.03197
H 2.25919 -1.37581 2.40744
H 1.42478 -0.43371 3.58696
H -0.39375 -2.11607 3.70614
H 0.50994 -3.15478 2.59661
H 0.79810 -3.61267 5.10766
H 1.79462 -2.16739 5.15866
H 3.19655 -3.22454 3.27095
H 3.27922 -4.02332 4.84311
H 3.59296 -6.37003 3.59970
H 2.58547 -6.43738 2.13751
H 3.82208 -5.17557 2.30373
H -0.12782 -0.19711 -1.74053
H -2.20053 -1.54750 -1.19752
H 0.28219 -3.15468 -1.71524
H -1.38018 -4.74483 -1.60491
H -1.61674 -4.22637 -3.25819
H -2.68074 -3.59829 -2.01230
O -0.36541 -3.50678 -6.92800
Cl -1.17055 -4.68672 -6.69037
O -2.33404 -4.66412 -7.53741
O -1.59697 -4.68127 -5.29701
O -0.39116 -5.87099 -6.93869
```

No. 3
The following is a DFT calculation (ωB97M-V with the def2-TZVPD basis set) of a gas-phase ion, C24H46N3O3 (charge +1) in a non-equilibrium geometry.

Results
electronic energy: -36224.8654 eV
F_max: 8.8 eV/A
relative energy (zero: lowest compared OMol25 entry of this formula, charge and spin): 295.0 kcal/mol
HOMO-LUMO gap: 7.43 eV
charge: +1
structure (SMILES): C=C[C@H]1OCNC(N(CCC)COC(C)=O)=[N+]1CCCCCCCCCCCCC

The geometry in XYZ format:
```
76
C24H46N3O3 ωB97M-V with the def2-TZVPD basis set
C 0.25498 1.73103 3.14131
C -1.07048 1.94823 3.78028
C -2.54775 1.72259 3.13982
O -3.04010 2.93093 2.39779
C -2.13295 3.27664 1.29626
N -1.61372 2.05030 0.51464
C -2.56556 0.91284 0.74794
N -3.25913 0.18847 -0.19546
C -4.25730 -0.92403 0.07427
C -5.74426 -0.65440 -0.64383
C -5.87226 -1.82570 -1.81881
C -3.05204 0.48157 -1.69757
O -1.59606 0.31706 -2.02398
C -1.40190 -0.73772 -3.02993
C -0.73518 -0.38713 -4.51619
O -1.70285 -2.02646 -2.78589
N -2.75529 0.55490 2.23834
C -2.04377 -0.70622 2.61961
C -0.86674 -1.18235 1.52916
C -0.19353 -2.54693 2.22441
C 0.93562 -3.26662 1.26384
C 2.40579 -2.68605 1.77925
C 3.44146 -2.77775 0.50278
C 3.68304 -1.19793 0.01043
C 4.56192 -0.34720 1.11745
C 4.34742 1.28756 0.97200
C 5.02219 1.80177 -0.43302
C 3.91140 2.55406 -1.40100
C 4.07212 2.04178 -2.96401
C 2.67387 1.30885 -3.46176
H 0.61383 2.46826 2.27402
H 0.97313 0.84230 3.41369
H -1.03521 2.29308 4.92372
H -3.30849 1.60796 4.05282
H -2.75590 3.94914 0.53555
H -1.26763 3.94184 1.71778
H -1.55586 2.39862 -0.45675
H -4.49671 -1.11613 1.20080
H -3.76230 -1.91761 -0.35824
H -6.58613 -0.93174 0.15301
H -5.86132 0.43404 -1.05707
H -4.82371 -2.11236 -2.29333
H -6.27541 -2.83865 -1.33333
H -6.54809 -1.44770 -2.69636
H -3.43094 1.58499 -1.90444
H -3.60701 -0.28600 -2.39162
H 0.38820 -0.06418 -4.31935
H -0.70056 -1.39145 -5.15700
H -1.32008 0.43752 -5.10565
H -1.63000 -0.76333 3.71385
H -2.85412 -1.58251 2.55265
H -1.35083 -1.58532 0.51486
H -0.08073 -0.34461 1.30983
H 0.21112 -2.30040 3.30174
H -1.10098 -3.31886 2.28413
H 0.76902 -3.10271 0.11702
H 0.93664 -4.44201 1.47221
H 2.73252 -3.29888 2.72125
H 2.19536 -1.56408 2.12844
H 4.42972 -3.29126 0.87889
H 2.94480 -3.35748 -0.38716
H 2.62937 -0.67513 -0.13920
H 4.18387 -1.26901 -1.04998
H 4.28582 -0.60978 2.23841
H 5.70022 -0.64412 0.91698
H 4.89239 1.85173 1.86905
H 3.18364 1.48615 0.97514
H 5.88208 2.59445 -0.23244
H 5.54055 0.90328 -1.00044
H 4.02558 3.73019 -1.32994
H 2.81868 2.26462 -1.05258
H 4.92079 1.23887 -3.08152
H 4.27158 3.00733 -3.61448
H 2.74659 0.16318 -3.17678
H 2.48509 1.45803 -4.62195
H 1.73245 1.75763 -2.88435
```